1.
DFT (ωB97M-V/def2-TZVPD) results for a molecular structure, C3H5N3.

Values from the calculation:
orbital gap = 9.95 eV
ΔE to the lowest compared entry with this formula, charge and spin = 346.7 kJ/mol
2S+1 = 1
HOMO level = -0.3610 hartree

Last column: Mulliken charge in e.
Positions of all 11 atoms, in Å:
C -1.20 -0.41 -0.21  -0.688
N 0.02 0.60 0.81  -0.425
C 0.79 1.28 -0.07  -0.062
N 1.67 0.51 -0.71  -0.338
N 1.49 -0.75 -0.29  -0.365
C 0.49 -0.70 0.60  0.050
H -0.88 -0.27 -1.24  0.331
H -1.98 0.27 0.09  0.285
H -1.51 -1.44 0.00  0.326
H 0.70 2.34 -0.24  0.391
H 0.29 -1.50 1.30  0.494


2.
DFT (ωB97M-V/def2-TZVPD) results for 13 unconnected molecules or ions with the total composition C45H122N6O13 at a distorted geometry.

Values from the calculation:
orbital gap = 8.83 eV
ΔE to the lowest compared entry with this formula, charge and spin = 281.1 kJ/mol
2S+1 = 1
HOMO level = -0.3156 hartree

Last column: Mulliken charge in e.
Positions of all 186 atoms, in Å:
C -3.54 -2.26 5.26  -1.625
C -2.64 -3.02 4.25  2.254
C -1.64 -4.02 4.96  -1.350
O -0.66 -3.37 5.78  -0.306
C 0.27 -4.32 6.31  -0.939
N -3.49 -3.79 3.38  -0.627
H -4.11 -1.50 4.73  0.433
H -2.97 -1.81 6.07  0.339
H -4.26 -2.90 5.77  0.366
H -2.10 -2.41 3.54  -0.999
H -1.19 -4.55 4.12  0.386
H -2.24 -4.73 5.52  0.460
H -0.28 -5.15 6.74  0.365
H 0.85 -3.91 7.13  0.333
H 1.07 -4.62 5.63  0.291
H -4.36 -3.28 3.29  0.223
H -3.88 -4.60 3.83  0.291
C -1.00 3.37 -3.76  -0.498
C -1.62 3.09 -5.12  0.031
C -0.66 2.21 -6.02  0.190
O -1.42 1.85 -7.20  -0.513
C -0.58 1.17 -8.15  -0.532
N -2.89 2.40 -4.82  -0.824
H -0.03 3.86 -3.79  0.210
H -0.81 2.37 -3.38  -0.519
H -1.63 3.90 -3.05  0.503
H -1.84 4.07 -5.56  0.401
H -0.34 1.32 -5.49  -0.197
H 0.18 2.81 -6.37  0.741
H -0.17 0.27 -7.68  -0.020
H 0.29 1.74 -8.46  0.329
H -1.14 0.87 -9.03  0.348
H -3.09 1.90 -5.68  0.425
H -2.72 1.67 -4.15  -0.036
C 2.35 4.55 -6.03  -1.019
C 3.20 3.25 -6.22  0.339
C 3.27 2.34 -5.02  -1.129
O 2.00 2.07 -4.56  0.834
C 2.01 1.18 -3.46  -1.174
N 2.62 2.52 -7.36  -0.694
H 2.88 5.33 -5.49  0.378
H 1.40 4.29 -5.58  -0.086
H 2.06 4.99 -6.98  0.393
H 4.19 3.59 -6.51  0.425
H 3.86 2.79 -4.22  0.342
H 3.84 1.42 -5.19  0.393
H 2.44 0.18 -3.57  0.363
H 0.98 1.00 -3.15  -0.217
H 2.50 1.58 -2.57  0.463
H 3.07 1.63 -7.19  0.316
H 1.72 2.33 -6.94  -0.129
C -2.13 6.37 3.17  -1.459
C -1.86 5.31 2.06  0.137
C -0.57 5.71 1.21  -0.821
O -0.15 4.62 0.34  0.035
C 1.16 4.77 -0.31  -0.345
N -1.70 4.12 2.80  0.626
H -2.24 7.34 2.69  0.433
H -1.28 6.45 3.85  0.315
H -3.09 6.12 3.63  0.335
H -2.76 5.18 1.47  0.455
H 0.18 5.94 1.96  0.223
H -0.84 6.59 0.63  0.493
H 1.14 4.04 -1.13  -0.262
H 2.02 4.41 0.24  0.078
H 1.42 5.65 -0.90  0.493
H -1.04 4.39 3.52  0.483
H -1.17 3.48 2.23  -1.058
C -1.88 -4.41 -1.50  -2.125
C -1.77 -4.39 0.02  0.755
C -0.40 -4.83 0.51  0.486
O 0.22 -5.94 -0.14  -0.393
C -0.19 -7.20 0.30  -0.838
N -2.36 -3.24 0.58  -0.161
H -1.10 -3.79 -1.94  0.400
H -2.84 -4.11 -1.92  0.411
H -1.70 -5.43 -1.85  0.466
H -2.42 -5.24 0.23  0.613
H -0.39 -4.99 1.59  0.220
H 0.22 -3.93 0.41  -0.841
H -1.24 -7.42 0.14  0.305
H 0.01 -7.41 1.35  0.293
H 0.42 -7.96 -0.18  0.358
H -2.29 -3.39 1.57  -0.640
H -3.34 -3.22 0.32  0.366
C 0.03 -2.36 -6.37  -1.721
C 1.11 -2.02 -5.41  1.885
C 0.79 -2.65 -3.99  -0.096
O 1.80 -2.34 -3.04  -0.620
C 1.50 -2.78 -1.74  0.749
N 2.32 -2.57 -5.98  -0.826
H -0.87 -1.87 -5.99  0.203
H 0.00 -3.45 -6.40  0.579
H 0.29 -1.94 -7.34  0.435
H 1.29 -0.94 -5.34  -0.933
H 0.81 -3.74 -4.03  0.286
H -0.21 -2.33 -3.67  -0.204
H 2.23 -2.36 -1.05  -0.506
H 1.54 -3.86 -1.78  0.480
H 0.48 -2.46 -1.51  -0.490
H 2.03 -3.49 -6.29  0.327
H 2.94 -2.73 -5.19  0.299
C -4.42 2.10 1.49  -0.783
C -4.21 1.88 2.98  -0.098
C -2.92 1.06 3.34  -0.321
O -4.09 3.08 3.70  -0.685
H -3.49 2.50 1.10  -0.205
H -5.17 2.87 1.29  0.375
H -4.72 1.22 0.92  0.377
H -5.09 1.35 3.35  0.518
H -3.08 0.03 3.00  -0.073
H -2.71 0.86 4.39  0.521
H -2.00 1.45 2.88  0.004
H -3.30 3.48 3.34  0.309
C 2.07 -0.88 7.04  -1.420
C 0.81 -0.30 6.40  0.245
C 0.83 -0.45 4.86  0.291
O -0.26 -0.97 7.02  -0.613
H 2.22 -0.48 8.05  0.379
H 2.98 -0.47 6.61  0.408
H 2.14 -1.96 7.01  0.161
H 0.79 0.77 6.64  0.348
H 1.80 -0.18 4.43  0.326
H 0.01 0.10 4.40  -0.346
H 0.65 -1.45 4.46  -0.074
H -0.42 -1.79 6.55  0.515
C -4.26 -1.71 -3.31  -1.247
C -3.80 -0.26 -3.48  0.189
C -4.30 0.52 -2.29  -0.981
O -2.39 -0.15 -3.49  -0.014
H -3.83 -2.35 -4.08  0.339
H -5.35 -1.69 -3.32  0.509
H -3.98 -2.11 -2.34  -0.071
H -4.17 0.24 -4.38  0.678
H -4.11 -0.06 -1.38  -0.034
H -5.38 0.63 -2.40  0.584
H -3.89 1.53 -2.28  0.257
H -2.06 -0.41 -2.63  -0.434
C 3.95 -4.85 2.29  -1.564
C 3.41 -3.51 1.89  1.087
C 2.15 -2.99 2.70  -0.554
O 4.46 -2.58 2.18  -0.646
H 4.80 -5.11 1.66  0.473
H 3.25 -5.62 1.96  0.334
H 4.18 -5.00 3.35  0.329
H 3.15 -3.47 0.83  -0.388
H 1.27 -3.61 2.54  0.112
H 1.87 -1.98 2.40  -0.429
H 2.29 -2.83 3.77  0.646
H 5.14 -2.79 1.54  0.397
C 1.16 2.64 3.06  0.452
C 1.73 3.55 4.13  0.072
C 2.97 4.32 3.63  -1.335
O 0.66 4.47 4.42  -0.497
H 0.22 2.26 3.46  -0.066
H 1.86 1.84 2.79  0.272
H 1.01 3.25 2.18  -0.429
H 2.02 3.06 5.06  0.249
H 2.76 4.81 2.68  0.256
H 3.71 3.56 3.37  0.215
H 3.27 5.13 4.29  0.450
H 0.98 5.08 5.08  0.310
C 3.98 -0.01 -0.32  -0.525
C 4.66 0.61 0.82  0.655
C 4.63 2.15 0.96  -1.267
O 4.06 0.08 1.95  -0.423
H 4.09 -1.10 -0.29  0.375
H 4.46 0.33 -1.24  0.469
H 2.93 0.25 -0.42  -0.435
H 5.68 0.22 0.89  0.193
H 3.66 2.63 1.10  -0.176
H 5.06 2.69 0.12  0.494
H 5.22 2.44 1.83  0.438
H 4.12 -0.88 1.93  0.311
C -0.02 -0.71 0.84  1.538
C -1.26 -0.13 0.11  0.453
C -0.96 1.21 -0.49  -0.483
O -1.56 -1.06 -0.89  2.510
H 0.80 -0.88 0.13  -0.706
H -0.24 -1.62 1.40  -0.593
H 0.40 0.05 1.50  0.076
H -2.14 -0.15 0.75  0.216
H -1.77 1.59 -1.13  -0.251
H 0.01 1.29 -0.98  -0.402
H -0.94 1.87 0.38  -0.422
H -1.88 -1.84 -0.43  -1.143


3.
DFT (ωB97M-V/def2-TZVPD) results for a molecular structure, C4H10NP at a distorted geometry.

Values from the calculation:
orbital gap (spin up / spin down) = 8.52 / 8.53 eV
ΔE to the lowest compared entry with this formula, charge and spin = 328.4 kJ/mol
2S+1 = 1
HOMO level (spin up / spin down) = -0.3499 / -0.3207 hartree

Last column: Mulliken charge in e.
Positions of all 16 atoms, in Å:
C -0.91 1.24 0.70  -1.671
C 0.04 -1.10 0.80  -1.602
C -0.36 0.03 -1.42  -1.594
C 0.04 0.23 0.05  1.206
N 3.25 -0.70 -0.03  -0.468
P 1.72 1.04 0.04  0.185
H -1.92 0.84 0.74  0.385
H -0.60 1.48 1.72  0.439
H -0.94 2.17 0.13  0.435
H 0.25 -0.94 1.86  0.390
H -0.94 -1.57 0.71  0.406
H 0.80 -1.75 0.39  0.438
H -1.40 -0.29 -1.47  0.364
H -0.26 0.95 -1.99  0.430
H 0.26 -0.74 -1.88  0.427
H 4.09 -0.12 -0.11  0.229